114
Properties=species:S:1:pos:R:3:forces:R:3:lowdin_charge:R:1 method="wB97M-V/def2-TZVPD" multiplicity=1 smiles="CC(C)=NO[P@](=O)(O)O[C@H](C)F.C[C@@H]1COC(=O)O1.C[C@@H]1COC(=O)O1.C[C@@H]1COC(=O)O1.C[C@@H]1COC(=O)O1.C[C@@H]1COC(=O)O1.C[C@@H]1COC(=O)O1.C[C@@H]1COC(=O)O1"
P -1.0166 1.8061 -2.2334 0.08 -0.75 -1.57 0.3735
F -0.1734 2.3687 1.1636 -0.27 -0.16 -0.40 -0.0065
O 2.3017 5.9720 -5.4611 0.36 0.15 -0.39 0.1525
O 3.3817 7.2762 -6.9490 -0.16 0.09 0.06 0.0725
O 6.7718 -5.5359 4.8513 -0.17 0.09 -0.08 0.0759
O -6.1136 0.6644 -6.5052 -0.09 -0.04 0.15 0.0638
O -7.3546 -0.5030 -5.0562 0.15 0.09 -0.29 0.0841
O 3.7635 -0.6543 0.9256 0.22 -0.02 -0.25 0.0692
O 1.8459 8.1754 -5.5968 0.26 -0.14 -0.07 0.0849
O 2.1847 -7.8308 5.0577 0.08 -0.01 0.02 0.1581
O 0.1371 -7.6828 4.1328 0.35 0.00 -0.14 0.0940
O -0.5689 1.3309 -0.7757 -0.83 0.89 -0.36 -0.0705
O -1.8178 3.1959 -2.1600 -1.50 -0.06 1.34 -0.2280
O 1.8732 6.1947 6.2722 0.02 0.03 0.03 0.1670
O -5.7798 -2.8394 -0.7307 -0.01 -0.23 0.25 0.0380
O 0.7336 5.1012 4.6620 0.12 -0.13 0.28 0.0848
O 5.8297 -0.3812 0.1228 -0.15 0.05 0.11 0.0676
O -2.0941 0.6901 -2.6383 -0.22 0.48 0.71 -0.0983
O 0.0686 1.8016 -3.2022 0.72 0.46 -0.11 -0.2162
O -5.4189 -4.1623 1.0376 0.07 0.21 -0.25 0.0835
O -8.3099 0.3556 -6.9105 -0.03 0.01 -0.03 0.1674
O 5.2642 -4.8937 3.3358 0.30 0.06 0.10 0.0799
O 4.0707 0.4958 -0.9863 0.31 -0.10 -0.07 0.1524
O -4.3140 -4.5457 -0.8909 0.03 -0.03 -0.04 0.1706
O 6.3308 -3.3426 4.5697 0.27 -0.16 0.13 0.1425
O 1.8364 -8.5155 2.9356 -0.50 -0.05 0.23 0.0280
O 0.7776 4.2811 6.7421 -0.07 0.07 -0.14 0.0611
N -1.3611 4.1412 -3.1792 2.04 -0.96 -0.53 0.0845
C 6.0849 -6.7232 4.4194 0.18 -0.15 0.09 -0.0786
C -0.8458 5.6442 -1.2932 0.94 -1.56 0.91 -0.0275
C 2.4930 7.0351 -5.9539 0.02 -0.11 -0.01 -0.5397
C -5.8264 -0.7687 -3.1808 -0.42 -0.03 0.10 -0.0185
C -5.9824 -0.7072 -4.6794 0.20 0.03 0.61 -0.3279
C 4.6142 -1.5403 1.6781 -0.07 -0.08 0.68 -0.3235
C -0.3241 -7.7675 2.7736 -0.59 -0.18 -0.19 -0.3290
C 1.7358 1.7686 -0.0754 -0.64 0.88 -0.20 0.0043
C 0.6309 -8.7821 2.2003 0.21 -0.02 -0.31 -0.0849
C 5.9666 -0.9149 1.4496 0.21 -0.13 -0.13 -0.0849
C -5.3151 0.4782 -5.3308 0.19 0.02 -0.18 -0.1005
C 6.1437 -4.4835 4.2826 0.00 -0.01 0.04 -0.5509
C -7.1673 -3.4443 2.5707 0.15 -0.37 0.12 -0.0229
C -5.0913 -3.9128 -0.2576 0.07 -0.08 -0.02 -0.5539
C -7.3556 0.1881 -6.2264 -0.12 -0.01 -0.02 -0.5599
C 0.7917 5.2347 -3.2615 -1.12 0.20 0.16 -0.0139
C -0.2123 3.5360 6.0229 0.11 -0.20 0.18 -0.0999
C 1.5957 10.4099 -6.5295 -0.33 -0.09 0.25 -0.0233
C 0.1945 3.7701 4.5898 -0.53 -0.15 -0.34 -0.3291
C -1.7764 -8.1701 2.7091 -0.13 0.07 0.39 -0.0187
C -6.1703 -3.0345 1.5149 -0.46 -0.05 0.41 -0.3346
C -0.9358 3.6869 3.5955 -0.04 0.53 -0.02 -0.0276
C 4.2607 -7.0137 2.6824 0.02 0.53 -0.30 -0.0195
C -6.7887 -2.5248 0.2373 0.00 0.30 -0.13 -0.0962
C 4.1984 -1.6167 3.1223 -0.41 0.08 0.09 -0.0181
C 3.1272 8.6002 -7.4336 0.28 -0.01 -0.09 -0.0955
C -0.5425 4.9615 -2.6099 -0.34 0.64 0.34 -0.3624
C 2.5363 9.2718 -6.2192 -0.29 0.51 -0.21 -0.3344
C 1.4549 -7.9929 4.1339 -0.12 -0.09 0.14 -0.5658
C 0.2964 2.2424 -0.1410 1.16 -0.18 1.11 -0.4166
C 5.5180 -6.2894 3.0918 -0.41 -0.51 -0.23 -0.3155
C 1.1970 5.2838 5.9259 0.06 0.11 -0.03 -0.5609
C 4.5131 -0.1184 -0.0704 0.00 -0.02 -0.09 -0.5547
H 1.2577 4.2591 -3.4156 -0.18 0.01 -0.27 0.0894
H -6.2889 0.0985 -2.7051 0.10 0.11 -0.12 0.0955
H -5.6469 -1.6456 -5.1304 0.01 0.05 -0.09 0.1617
H 0.7959 -8.6509 1.1332 0.19 0.04 0.05 0.1417
H -0.1839 2.4856 6.3043 0.14 0.06 0.13 0.1379
H -0.5669 3.8595 2.5923 0.00 -0.05 -0.01 0.0605
H -7.7883 -4.2691 2.2188 -0.04 0.08 -0.11 0.0922
H -2.2001 0.8053 -3.5948 -0.01 -0.22 0.08 0.0809
H 0.2822 3.2530 -0.5618 -0.45 -0.17 -0.18 0.1278
H 2.2280 2.1156 -0.9815 0.06 -0.49 -0.13 0.0852
H 0.6809 5.7374 -4.2109 0.24 0.04 -0.04 0.0643
H -0.1854 -6.7868 2.3097 0.11 -0.03 0.00 0.1617
H 2.1962 2.3287 0.7419 0.05 -0.22 0.08 0.0981
H -1.9545 -9.0748 3.2919 0.10 -0.07 -0.08 0.0924
H -1.4117 2.7070 3.6257 0.08 -0.03 -0.01 0.0942
H -6.3259 -1.6494 -2.7844 0.12 -0.07 -0.04 0.0708
H 0.7321 10.0566 -7.0945 0.09 -0.05 -0.10 0.0923
H -4.7749 -0.8105 -2.8951 0.01 -0.04 -0.05 0.0893
H -5.4618 -2.3102 1.9272 0.02 0.03 -0.11 0.1601
H 4.9178 -2.2056 3.6965 -0.18 0.22 -0.19 0.0524
H -5.3688 1.3870 -4.7258 -0.04 -0.08 0.10 0.1414
H 3.9147 -6.6502 1.7132 0.08 -0.08 -0.05 0.0950
H 1.8306 0.7006 0.0676 -0.04 -0.01 -0.04 0.0803
H -1.1971 3.9458 6.2612 -0.02 0.03 -0.14 0.1387
H 2.1024 11.1874 -7.1013 0.06 -0.03 0.01 0.0914
H 3.2163 -2.0847 3.2091 0.04 -0.06 -0.02 0.0907
H 1.4250 5.7795 -2.5634 -0.10 0.38 -0.27 0.0842
H -1.4409 6.5455 -1.4260 0.10 0.01 -0.32 0.0924
H 4.4310 -8.0862 2.6094 0.04 0.01 0.05 0.1003
H -7.7082 -3.0486 -0.0359 0.01 -0.07 0.13 0.1427
H 1.0040 3.0960 4.2941 0.03 0.01 0.09 0.1605
H -1.3738 4.9709 -0.6138 -0.25 0.19 -0.11 0.0710
H -6.9806 -1.4542 0.2597 0.13 0.01 -0.16 0.1407
H 3.3193 9.6073 -5.5331 0.06 -0.09 -0.03 0.1596
H 6.2694 -6.3593 2.2994 0.09 0.07 0.09 0.1591
H 5.3154 -6.9682 5.1550 -0.10 0.03 -0.11 0.1432
H -2.4063 -7.3891 3.1341 0.00 0.04 -0.10 0.0879
H 4.5529 -2.5312 1.2188 0.07 0.04 -0.08 0.1579
H 3.4674 -6.8270 3.3937 0.15 -0.01 0.21 0.0602
H 6.7756 -7.5583 4.3316 0.16 0.15 0.07 0.1407
H 2.4281 8.5356 -8.2710 -0.08 0.08 0.07 0.1410
H 4.1135 -0.6198 3.5597 0.14 0.04 -0.07 0.0940
H -1.6861 4.4548 3.7952 -0.01 -0.07 0.20 0.0939
H -2.0862 -8.3424 1.6784 0.05 0.04 -0.02 0.0942
H -4.2776 0.2858 -5.5973 -0.07 0.02 -0.21 0.1358
H -7.8087 -2.6067 2.8452 0.04 0.04 -0.03 0.0918
H 6.7786 -1.6366 1.4931 0.03 0.05 -0.18 0.1392
H 1.2141 10.8499 -5.6083 0.07 0.05 -0.01 0.0869
H -6.6518 -3.7939 3.4651 -0.01 0.09 0.02 0.0866
H 0.1028 5.8723 -0.8031 -0.17 0.38 0.06 0.0758
H 4.0477 9.0708 -7.7715 0.09 -0.18 0.04 0.1396
H 0.3278 -9.8140 2.3926 -0.10 0.05 0.06 0.1413
H 6.1802 -0.0924 2.1360 -0.11 -0.03 0.06 0.1423

---

95
Properties=species:S:1:pos:R:3:forces:R:3:lowdin_charge:R:1 method="wB97M-V/def2-TZVPD" total_charge=+1 multiplicity=1
Sn -0.1030 -0.7783 0.2139 -1.16 1.23 0.57 1.1306
P 2.1551 -0.5216 1.6832 1.12 0.19 0.27 0.9925
P -2.5965 0.9127 -0.2181 0.00 0.23 0.37 0.9638
O -2.5225 -1.3657 3.7462 0.29 -0.13 -2.59 0.0990
O -0.1189 -3.0099 -0.2379 -0.82 -2.11 0.16 -0.2645
N 1.1525 -0.6777 -1.7790 1.73 1.45 -3.54 0.0591
N -2.0820 -3.8249 0.6429 -0.11 -0.32 0.11 0.1889
N -0.6870 -5.1966 -0.5589 -0.28 0.11 0.18 0.0314
N 0.1170 1.8586 1.1230 0.12 -0.77 -0.32 0.0125
C 0.6672 4.5235 1.7438 -0.96 -0.21 -0.70 -0.0797
C 2.1794 0.7862 -4.9404 -0.09 0.74 0.07 -0.0153
C 1.5646 0.9663 -3.6890 0.55 0.57 -1.13 -0.2170
C 1.0791 2.1602 1.9990 0.26 0.94 0.34 -0.3670
C -2.3874 -1.4701 2.6142 -0.17 0.18 2.85 0.0000
C -3.5488 1.8596 2.2155 -0.06 0.00 -0.17 -0.1023
C -2.8318 1.3343 -3.0747 -0.18 -0.03 -0.31 -0.1042
C 1.0115 2.2177 -3.3227 0.27 -0.04 -0.01 -0.0111
C 1.7971 3.1400 -5.4178 -0.19 -0.15 -0.03 -0.0478
C 3.8752 -1.3280 -0.3678 0.17 -0.02 -0.07 -0.1003
C 3.7270 -0.2003 0.6666 0.04 -0.24 0.19 -0.6685
C 1.1239 3.2987 -4.2008 0.07 -0.45 0.06 -0.0453
C -4.9913 0.1635 1.1398 -0.39 0.32 0.14 -0.1115
C -2.3268 -1.0164 -2.4094 -0.03 0.10 0.13 -0.1391
C 3.5656 1.1625 -0.0473 -0.02 -0.05 -0.04 -0.0820
C 2.7474 -3.2157 2.2712 0.01 -0.04 0.08 -0.0848
C -0.3132 4.2271 0.8146 0.41 0.27 0.37 -0.0553
C 0.4689 -5.5040 -1.3854 0.07 -0.26 -0.11 -0.0431
C 1.3225 3.4780 2.4044 0.66 -1.00 0.04 -0.0798
C 1.9654 1.0522 2.6247 -0.46 0.28 0.27 -0.2619
C 3.5162 -1.5435 3.9906 0.14 -0.19 0.23 -0.0864
C 4.9952 -0.1442 1.5281 0.31 0.07 -0.22 -0.0910
C 1.1059 -2.0775 3.7820 0.00 0.11 -0.08 -0.0971
C -0.6773 2.8639 0.5783 -1.22 -0.94 -0.86 -0.3830
C -4.1016 1.3826 0.8632 -0.04 -0.72 -0.86 -0.6933
C 2.4112 -1.8935 2.9853 0.24 0.30 -0.16 -0.6797
C -1.8626 2.5445 -0.1678 1.73 -0.18 -0.45 -0.3296
C -3.1189 0.2501 -2.0407 0.00 0.78 0.96 -0.6591
C -4.9112 2.4927 0.1609 -0.45 0.26 0.27 -0.0904
C 1.5136 -0.0951 -2.7493 -2.50 -1.03 3.89 -0.0545
C 2.2877 1.8852 -5.8006 0.02 -0.19 0.32 -0.0546
C -4.5975 -0.1402 -2.0575 -0.11 -0.02 -0.34 -0.1088
C -0.9339 -3.9792 -0.0489 1.01 1.03 -0.38 -0.5693
H -5.4380 -0.2470 0.2339 0.09 0.03 0.27 0.0453
H 0.6792 4.2585 -3.9333 0.23 -0.29 -0.03 0.1195
H 1.5474 0.7988 3.6163 0.11 0.06 -0.35 0.0895
H 5.8144 0.2398 0.9006 -0.17 -0.05 0.15 0.0984
H -2.6375 -4.6518 0.8479 0.11 0.61 0.03 0.1260
H 1.9186 4.0047 -6.0809 -0.07 -0.44 0.25 0.1192
H -4.4575 -0.6316 1.6759 -0.14 0.17 -0.15 0.0353
H -1.3850 -5.9146 -0.3954 0.36 0.16 -0.16 0.1504
H -5.9160 2.1380 -0.1019 0.18 0.04 0.00 0.0769
H -2.8751 1.1127 2.6514 -0.01 0.20 -0.05 0.0453
H 3.8087 1.9976 0.6205 -0.18 -0.15 -0.10 0.0899
H -3.1355 0.9530 -4.0632 0.11 0.14 0.11 0.0878
H 2.9892 -1.4197 -0.9958 0.29 -0.05 0.16 0.0249
H 1.0886 -6.2630 -0.8961 -0.03 0.20 -0.08 0.0904
H -2.3554 3.3772 -0.6724 0.07 -0.10 0.28 0.0519
H 0.5400 2.3446 -2.3443 0.03 -0.08 -0.28 0.1122
H -4.7883 -1.0059 -1.4123 0.03 0.22 -0.12 0.0716
H 0.1368 -5.9048 -2.3487 0.10 0.15 0.12 0.0915
H -0.8748 5.0013 0.2822 0.29 -0.23 0.29 0.1087
H 1.2581 -2.8902 4.5107 -0.06 0.25 -0.22 0.0986
H -1.7658 1.5915 -3.1246 -0.23 -0.03 0.10 0.0562
H -5.0539 3.3418 0.8440 0.03 -0.11 -0.20 0.0860
H 4.5197 -1.5645 3.5560 -0.36 0.05 0.14 0.0596
H -3.4009 2.2540 -2.8918 0.14 -0.17 0.04 0.0787
H 4.0539 -2.3007 0.1029 0.05 0.27 -0.14 0.0614
H -4.8671 -0.4524 -3.0774 0.04 0.07 0.11 0.0902
H 3.7431 -3.1968 1.8066 -0.34 -0.01 0.19 0.0688
H 2.0826 3.6591 3.1576 -0.07 0.10 -0.12 0.0997
H -4.4493 2.8849 -0.7526 -0.07 -0.10 0.25 0.0545
H -2.6546 -1.3544 -3.4060 0.12 0.10 0.20 0.0941
H 4.2570 1.2190 -0.9031 -0.07 -0.12 0.29 0.0965
H 0.2630 -2.3615 3.1406 0.09 0.04 0.03 0.0502
H 4.7325 -1.1002 -1.0206 -0.18 -0.09 0.17 0.0982
H -2.5314 -1.8395 -1.7131 0.06 0.12 0.00 0.0616
H -4.3978 1.9778 2.9013 0.13 0.07 -0.06 0.0918
H 2.7509 -4.0234 3.0206 0.00 0.21 -0.20 0.0967
H 4.9032 0.5293 2.3901 0.01 -0.18 -0.18 0.0814
H 1.0522 -4.5926 -1.5444 -0.21 -0.23 0.08 0.0856
H -1.2425 -0.8568 -2.4573 -0.21 0.03 -0.03 0.0244
H 0.8381 -1.1730 4.3449 0.00 -0.22 -0.14 0.0831
H 3.5039 -2.3075 4.7819 -0.02 0.20 -0.08 0.0953
H 5.3052 -1.1371 1.8711 -0.09 0.24 -0.09 0.0697
H 0.9088 5.5577 1.9633 0.01 -0.08 0.02 0.1056
H -2.2549 -2.9583 1.1476 0.03 -0.40 -0.31 0.0108
H 3.3516 -0.5678 4.4661 0.05 -0.21 -0.09 0.0859
H 2.5603 1.3203 -0.4472 0.00 0.03 0.11 0.0529
H -5.2652 0.6837 -1.7824 0.17 -0.19 -0.01 0.0726
H -3.0157 2.8105 2.1281 -0.08 -0.21 0.04 0.0770
H 2.5869 -0.1844 -5.2070 -0.06 0.17 -0.03 0.1207
H 2.7799 1.7564 -6.7612 -0.10 0.08 0.18 0.1126
H -5.8182 0.5141 1.7719 0.06 -0.27 0.04 0.0910
H 1.9979 -3.4670 1.5067 0.18 0.06 0.11 0.0710
H 2.9719 1.4629 2.8145 -0.41 -0.12 -0.05 0.0826

---

Taking the records one at a time from the top gives highest occupied orbital energy values of -0.335; -0.294 Eh.